Version P
DFT (wB97M-V/def2-TZVPD) results for the molecule C4H12N2O.

Output
Structure (SMILES): C[C@H](O)C(C)(N)N
Lowest unoccupied orbital energy in Eh: 0.0338
HOMO-LUMO gap in eV: 9.396

Each line ends with the Mulliken charge.
Cartesian coordinates (Å):
C (-0.5551, -1.7000, -1.0902)  -1.473
C (0.3267, -0.5195, -0.7252)  0.402
O (1.6337, -1.0142, -0.4546)  -0.602
C (-0.2040, 0.4221, 0.3374)  0.774
C (0.2585, 0.1476, 1.7509)  -1.450
N (0.6664, 1.8818, -0.2083)  -0.717
N (-1.5623, 0.7364, 0.2227)  -0.463
H (-0.0880, -2.2574, -1.8996)  0.367
H (-1.5277, -1.3781, -1.4596)  0.399
H (-0.6813, -2.3624, -0.2343)  0.336
H (0.4131, 0.2866, -1.5365)  0.272
H (2.2712, -0.3643, -0.7693)  0.360
H (0.0200, 0.9955, 2.3910)  0.428
H (-0.2079, -0.7632, 2.1291)  0.295
H (1.3383, 0.0363, 1.7824)  0.313
H (1.6439, 1.9640, 0.0567)  0.171
H (0.3201, 2.3559, -1.0382)  0.213
H (-2.2140, 0.0185, -0.0535)  0.147
H (-1.8516, 1.5143, 0.7993)  0.230

=====

Version Q
DFT (wB97M-V/def2-TZVPD) results for a 2-piece molecular cluster, C4H12N2O overall.

Output
Structure (SMILES): [H]/N=C/NCCC.O
Lowest unoccupied orbital energy in Eh: 0.0380
HOMO-LUMO gap in eV: 9.842

Each line ends with the Mulliken charge.
Cartesian coordinates (Å):
H (3.1588, -0.9973, -1.8448)  0.235
N (2.1395, -1.2178, -1.9094)  -0.703
C (1.5456, -0.2240, -1.4064)  0.167
N (0.2250, -0.0790, -1.1891)  -0.278
C (-0.4733, 0.9192, -0.4276)  -0.872
C (-0.4533, 0.6628, 1.1012)  -0.074
C (-1.5326, 1.4514, 1.8495)  -1.214
H (2.0347, 0.7608, -1.3472)  0.279
H (-0.3647, -0.9057, -1.2002)  0.310
H (-0.0230, 1.8288, -0.6261)  0.349
H (-1.5385, 0.8393, -0.7785)  0.355
H (0.4750, 1.1048, 1.4119)  0.217
H (-0.3313, -0.4472, 1.2880)  0.316
H (-2.5092, 1.4293, 1.3545)  0.319
H (-1.3889, 2.5837, 1.9362)  0.289
H (-1.6126, 1.2207, 2.8830)  0.361
O (-0.0428, -2.7119, -0.1731)  -0.653
H (-0.0587, -3.6372, -0.2321)  0.302
H (0.7504, -2.5805, -0.6899)  0.295

=====

What should be chosen as the most stable of them? Choose version Q.

=====

Version P
DFT (wB97M-V/def2-TZVPD) results for a 2-piece molecular cluster, C4H12N2O overall.

Output
Structure (SMILES): [H]/N=C\NCCC.O
Lowest unoccupied orbital energy in Eh: 0.0344
HOMO-LUMO gap in eV: 9.896

Each line ends with the Mulliken charge.
Cartesian coordinates (Å):
H (-2.3067, -2.4890, 0.6567)  0.263
N (-2.3366, -1.7946, -0.0863)  -0.743
C (-1.2368, -1.1504, -0.1561)  0.041
N (-0.5779, -0.6529, 0.9531)  -0.245
C (0.8654, -0.8344, 1.0850)  -0.783
C (1.7303, -0.1730, 0.0182)  -0.280
C (1.5450, 1.3380, -0.0088)  -1.007
H (-0.6739, -1.0016, -1.0825)  0.380
H (-1.0203, -0.0423, 1.6123)  0.252
H (0.9983, -1.9212, 1.0232)  0.295
H (1.2808, -0.5631, 2.0541)  0.440
H (2.7671, -0.4683, 0.1668)  0.343
H (1.4033, -0.4804, -0.9741)  0.186
H (0.5662, 1.6235, -0.4020)  0.185
H (1.7209, 1.8461, 0.9380)  0.325
H (2.2221, 1.7990, -0.7347)  0.352
O (-2.0694, 1.8961, -1.5155)  -0.655
H (-2.3657, 1.9276, -2.4332)  0.312
H (-2.5120, 1.1410, -1.1143)  0.340

=====

Version Q
DFT (wB97M-V/def2-TZVPD) results for a 2-piece molecular cluster, C4H12N2O overall.

Output
Structure (SMILES): CC/C(N)=C\N.O
Lowest unoccupied orbital energy in Eh: 0.0343
HOMO-LUMO gap in eV: 9.514

Each line ends with the Mulliken charge.
Cartesian coordinates (Å):
C (0.5257, -1.7636, -1.4958)  -1.241
C (0.0984, -1.1959, -0.1502)  -0.043
C (0.5244, 0.2067, 0.1715)  0.092
N (0.1733, 0.6006, 1.5168)  -0.623
C (1.1335, 1.1092, -0.6077)  -0.394
N (1.9504, 0.8156, -1.7582)  -0.510
H (0.1767, -2.7769, -1.6349)  0.375
H (0.2051, -1.1306, -2.3193)  0.309
H (1.6085, -1.7548, -1.5516)  0.288
H (-0.9811, -1.1618, -0.0318)  0.238
H (0.4856, -1.8559, 0.6295)  0.237
H (0.9857, 0.9079, 2.0382)  0.268
H (-0.4097, 1.4337, 1.5472)  0.265
H (1.0599, 2.1625, -0.3394)  0.290
H (2.9143, 0.8504, -1.4402)  0.218
H (1.8370, 1.5087, -2.4830)  0.233
O (-4.0250, 0.9826, 2.4133)  -0.642
H (-3.4603, 0.6578, 3.1263)  0.325
H (-4.8025, 0.4038, 2.3694)  0.315

=====

What should be chosen as the most stable of them? Choose version Q.

=====

Version P
DFT (wB97M-V/def2-TZVPD) results for a 2-piece molecular cluster, C4H12N2O overall.

Output
Structure (SMILES): CCC/N=C\N.O
Lowest unoccupied orbital energy in Eh: 0.0228
HOMO-LUMO gap in eV: 9.251

Each line ends with the Mulliken charge.
Cartesian coordinates (Å):
C (-1.4271, -0.6150, -1.6182)  -1.041
C (-1.4416, -1.3115, -0.2654)  -0.545
C (-0.3598, -0.7751, 0.6583)  -0.332
N (0.9706, -1.1801, 0.2000)  -0.525
C (1.9566, -0.6047, 0.7460)  0.101
N (1.9546, 0.5748, 1.4419)  -0.339
H (-0.4243, -0.6090, -2.0390)  0.335
H (-1.7945, 0.4042, -1.4333)  0.151
H (-2.1041, -1.0645, -2.3475)  0.338
H (-1.3195, -2.4005, -0.3026)  0.359
H (-2.4290, -1.2238, 0.1920)  0.332
H (-0.5686, 0.3057, 0.7306)  0.106
H (-0.4568, -1.1748, 1.6695)  0.332
H (2.9663, -0.9780, 0.5530)  0.362
H (2.7509, 0.8784, 1.9653)  0.208
H (1.2214, 1.2287, 1.2280)  0.179
O (0.4449, 2.6547, -0.2423)  -0.622
H (0.3014, 3.6107, -0.3297)  0.303
H (-0.2416, 2.2798, -0.8066)  0.298

=====

Version Q
DFT (wB97M-V/def2-TZVPD) results for a 2-piece molecular cluster, C4H12N2O overall.

Output
Structure (SMILES): N/C=C/CCN.O
Lowest unoccupied orbital energy in Eh: 0.0372
HOMO-LUMO gap in eV: 8.167

Each line ends with the Mulliken charge.
Cartesian coordinates (Å):
N (-2.3799, -1.9099, 0.9331)  -0.505
C (-2.2324, -1.3699, -0.3434)  -0.082
C (-1.1144, -1.4178, -1.1175)  -0.375
C (-0.7721, -0.1467, -1.9331)  -0.785
C (0.6969, 0.0954, -2.2047)  -0.433
N (1.4862, -0.5901, -1.1031)  -0.606
H (-3.0183, -1.3827, 1.4949)  0.230
H (-1.5973, -2.4086, 1.3027)  0.233
H (-2.8039, -0.4697, -0.6303)  0.285
H (-0.7528, -2.3128, -1.6134)  0.333
H (-1.4453, -0.1028, -2.8220)  0.341
H (-1.1720, 0.6907, -1.3762)  0.325
H (1.0731, -0.3175, -3.1331)  0.343
H (0.9173, 1.1431, -1.9899)  0.285
H (1.1523, -0.2698, -0.2054)  0.186
H (2.4514, -0.3511, -1.2882)  0.224
O (2.9871, 3.4821, 5.0429)  -0.643
H (2.7483, 4.3492, 5.3909)  0.319
H (3.7759, 3.2889, 5.5956)  0.323

=====

Version R
DFT (wB97M-V/def2-TZVPD) results for a 2-piece molecular cluster, C4H12N2O overall.

Output
Lowest unoccupied orbital energy in Eh: 0.0141
HOMO-LUMO gap in eV: 7.474

Each line ends with the Mulliken charge.
Cartesian coordinates (Å):
C (-0.7182, -2.0440, 0.1518)  -0.449
O (0.0581, -1.0950, 0.7967)  -0.766
C (-2.0340, -1.4947, -0.3995)  -0.796
H (-0.9861, -2.8602, 0.8454)  0.289
H (-0.1520, -2.5230, -0.6739)  0.244
H (-2.6321, -2.2725, -0.8798)  0.364
H (-1.8492, -0.7089, -1.1430)  0.116
H (-2.6036, -1.0569, 0.4222)  0.214
C (1.5280, 1.2640, 1.6536)  -0.707
N (1.3472, 1.6456, 0.2482)  -0.166
C (0.8546, 0.8609, -0.6729)  0.182
N (0.4486, 1.3127, -1.8715)  -0.476
H (0.6332, 1.4704, 2.2319)  0.274
H (2.3504, 1.8839, 2.0207)  0.311
H (1.7863, 0.2173, 1.7440)  0.286
H (1.3997, 2.6450, 0.0692)  0.243
H (0.6196, -0.2306, -0.3192)  0.311
H (0.1941, 2.2834, -1.9532)  0.222
H (-0.2447, 0.7026, -2.2706)  0.302

=====

Version S
DFT (wB97M-V/def2-TZVPD) results for a 2-piece molecular cluster, C4H12N2O overall.

Output
Structure (SMILES): CCC/N=C\N.O
Lowest unoccupied orbital energy in Eh: 0.0288
HOMO-LUMO gap in eV: 8.827

Each line ends with the Mulliken charge.
Cartesian coordinates (Å):
C (-1.5030, 2.6225, -0.1625)  -1.170
C (-1.7014, 1.1061, -0.4249)  -0.387
C (-0.7607, 0.4061, 0.5515)  -0.498
N (-0.3047, -0.9222, -0.0694)  -0.604
C (0.2785, -1.7935, 0.6405)  -0.127
N (1.5708, -1.8388, 1.0991)  -0.319
H (-0.5341, 3.0434, -0.4119)  0.351
H (-1.7681, 2.7133, 0.8888)  0.312
H (-2.2953, 3.0743, -0.7339)  0.355
H (-1.4924, 0.7187, -1.4194)  0.357
H (-2.7601, 0.8653, -0.1661)  0.270
H (0.1594, 0.9548, 0.7731)  0.348
H (-1.2772, 0.2024, 1.4947)  0.436
H (-0.1879, -2.7095, 1.0423)  0.313
H (1.7503, -2.4865, 1.8492)  0.230
H (2.3174, -1.1892, 0.8986)  0.224
O (1.9670, 0.1020, -1.4770)  -0.743
H (2.1533, -0.8115, -1.7108)  0.302
H (1.1364, 0.0725, -0.9696)  0.351

=====

What should be chosen as the most stable of them? Choose version P.

=====

Version P
DFT (wB97M-V/def2-TZVPD) results for a 2-piece molecular cluster, C4H12N2O overall.

Output
Structure (SMILES): N/C=C/CCN.O
Lowest unoccupied orbital energy in Eh: 0.0288
HOMO-LUMO gap in eV: 9.622

Each line ends with the Mulliken charge.
Cartesian coordinates (Å):
N (0.4147, -2.8572, 1.5201)  -0.576
C (-0.1917, -1.5881, 1.4210)  -0.323
C (-0.7255, -1.0912, 0.3219)  -0.279
C (-1.4275, 0.2362, 0.3308)  -0.360
C (-1.3995, 0.9986, -0.9954)  -0.765
N (-0.2033, 1.8385, -1.2155)  -0.623
H (1.4070, -2.8637, 1.7337)  0.235
H (0.0091, -3.5057, 2.1911)  0.242
H (-0.2213, -0.9396, 2.2980)  0.305
H (-0.4738, -1.4650, -0.6579)  0.290
H (-2.4795, 0.1695, 0.6246)  0.326
H (-0.9503, 0.8636, 1.0849)  0.292
H (-1.3444, 0.2696, -1.7952)  0.385
H (-2.2786, 1.6143, -1.1786)  0.354
H (0.5571, 1.1773, -1.2967)  0.284
H (-0.0725, 2.4302, -0.4012)  0.241
O (2.8039, 1.3925, -1.1990)  -0.638
H (2.9990, 2.3339, -1.1686)  0.305
H (3.5770, 0.9863, -1.6181)  0.308

=====

Version Q
DFT (wB97M-V/def2-TZVPD) results for a 2-piece molecular cluster, C4H12N2O overall.

Output
Structure (SMILES): CC/C(N)=C/N.O
Lowest unoccupied orbital energy in Eh: 0.0345
HOMO-LUMO gap in eV: 8.408

Each line ends with the Mulliken charge.
Cartesian coordinates (Å):
C (2.1528, 0.4357, 1.3018)  -1.299
C (0.8868, -0.3685, 1.5662)  -0.478
C (-0.2925, -0.0772, 0.6566)  0.167
N (-1.1393, -1.1184, 0.3059)  -0.456
C (-0.5243, 1.1565, 0.2050)  -0.313
N (-1.5426, 1.4324, -0.7420)  -0.593
H (2.4619, 1.0775, 2.1258)  0.262
H (2.0750, 1.0063, 0.3720)  0.424
H (2.9876, -0.1838, 1.0436)  0.363
H (0.4990, -0.2175, 2.5769)  0.352
H (1.1040, -1.4380, 1.6172)  0.328
H (-1.0265, -2.0469, 0.6593)  0.188
H (-2.1097, -0.8564, 0.2392)  0.208
H (0.0906, 2.0047, 0.4591)  0.403
H (-2.3431, 1.9250, -0.3926)  0.210
H (-1.7801, 0.6403, -1.3164)  0.252
O (0.3034, -1.1603, -2.7895)  -0.657
H (0.6912, -0.8661, -1.9577)  0.324
H (0.2123, -0.3509, -3.3101)  0.315

=====

Version R
DFT (wB97M-V/def2-TZVPD) results for the molecule C4H12N2O.

Output
Structure (SMILES): C[C@H](N)N(C)CO
Lowest unoccupied orbital energy in Eh: 0.0333
HOMO-LUMO gap in eV: 9.570

Each line ends with the Mulliken charge.
Cartesian coordinates (Å):
C (1.0533, -1.7830, 0.2551)  -1.286
C (1.0078, -0.3232, -0.1605)  0.095
N (1.7834, 0.5373, 0.6513)  -0.430
N (-0.7213, 0.0370, -0.4837)  -0.111
C (-0.8588, 1.0939, -1.4676)  -0.948
C (-1.0289, 0.4136, 0.8022)  -0.379
O (-2.6862, 0.5475, 0.6588)  -0.605
H (0.3557, -2.3609, -0.3448)  0.348
H (0.7924, -1.9054, 1.3067)  0.291
H (2.0566, -2.1836, 0.0967)  0.368
H (1.3376, -0.2036, -1.1940)  0.414
H (2.6091, 0.9728, 0.2676)  0.198
H (1.6921, 0.3866, 1.6476)  0.200
H (-0.3783, 0.7659, -2.3933)  0.345
H (-1.9168, 1.2228, -1.6852)  0.309
H (-0.4220, 2.0468, -1.1489)  0.355
H (-0.8587, -0.3579, 1.5562)  0.259
H (-0.7929, 1.4411, 1.1047)  0.295
H (-3.0239, -0.3479, 0.5310)  0.284

=====

What should be chosen as the most stable of them? Choose version Q.